Record 1
The following is a quantum chemistry calculation of a gas-phase ion, C5H12N3S (charge +1) at a distorted geometry, from the Open Molecules 2025 dataset.

```
21
Properties=species:S:1:pos:R:3:mulliken_charge:R:1
C 0.29 -0.79 -0.66 -0.437
C 1.19 -0.49 1.38 -0.089
C -0.73 0.61 -2.10 -0.958
C -1.33 2.28 0.18 -0.871
C 0.67 -2.73 0.84 -0.708
N -0.37 0.33 -0.79 0.545
N -0.58 1.08 0.28 -0.677
N 0.76 -1.33 0.46 0.174
S 1.76 1.09 1.15 -0.074
H 0.17 -1.44 -1.44 0.523
H 1.34 -0.84 2.34 0.363
H 0.19 0.57 -2.73 0.380
H -1.55 -0.08 -2.40 0.334
H -1.15 1.63 -2.22 0.333
H -1.32 2.98 -0.70 0.319
H -2.43 2.15 0.33 0.357
H -1.18 2.84 1.07 0.347
H 1.58 -3.20 0.49 0.370
H -0.15 -3.22 0.21 0.310
H 0.59 -2.76 1.96 0.253
H 2.26 1.30 2.34 0.206
```

For the orbital gap (alpha / beta), the calculation gives 7.89 / 7.90 eV. As for the charge: +1.


Record 2
The following is a quantum chemistry calculation of 2 unconnected molecules or ions with the total composition C5H13NO at a distorted geometry, from the Open Molecules 2025 dataset.

```
20
Properties=species:S:1:pos:R:3:mulliken_charge:R:1
C 0.48 0.33 -2.50 -1.188
N 1.07 0.72 1.17 -0.486
C 0.51 0.29 0.02 0.888
C 1.01 0.79 -1.21 0.485
C 1.77 2.06 -1.21 -1.294
C -0.61 -0.70 0.09 -1.435
H -0.15 -0.54 -2.43 0.363
H 0.05 1.24 -2.93 0.356
H 1.35 0.03 -3.10 0.360
H 2.09 0.62 1.16 0.329
H 0.83 0.08 1.93 0.323
H 2.21 2.31 -0.24 0.363
H 2.59 2.16 -1.93 0.379
H 1.04 2.86 -1.33 0.360
H -0.39 -1.58 -0.50 0.383
H -1.54 -0.31 -0.33 0.375
H -0.80 -0.85 1.15 0.437
H -3.39 -3.24 4.69 0.322
H -4.06 -3.42 3.36 0.317
O -4.07 -2.85 4.13 -0.639
```

For the orbital gap (alpha / beta), the calculation gives 9.94 / 6.91 eV. Its spin multiplicity is 2. As for the charge: +1.


Record 3
The following is a quantum chemistry calculation of 7 unconnected molecules or ions with the total composition C20H40O25S4 at a distorted geometry, from the Open Molecules 2025 dataset.

```
89
Properties=species:S:1:pos:R:3:mulliken_charge:R:1
O 4.44 21.27 -7.12 -0.592
S 3.65 22.39 -7.58 1.020
O 3.78 22.78 -8.95 -0.599
O 2.13 22.16 -7.14 -0.183
C 1.68 23.12 -6.18 0.150
C 2.80 24.15 -5.95 -0.203
O 3.95 23.72 -6.67 -0.371
H 0.75 23.55 -6.53 0.333
H 1.41 22.66 -5.23 0.005
H 3.02 24.17 -4.88 0.136
H 2.49 25.14 -6.26 0.334
O 8.08 14.83 0.14 -0.573
S 6.70 14.82 -0.20 1.098
O 5.70 14.52 0.78 -0.532
O 6.35 16.13 -1.08 -0.243
C 6.67 15.90 -2.47 0.336
C 7.10 14.44 -2.58 -0.403
O 6.53 13.79 -1.47 -0.291
H 5.74 16.07 -3.01 -0.258
H 7.51 16.54 -2.76 0.374
H 8.20 14.42 -2.54 0.340
H 6.74 13.93 -3.48 0.207
O 0.56 17.22 -4.68 -0.582
S 0.96 18.53 -4.24 1.033
O 0.01 19.47 -3.74 -0.457
O 2.25 18.49 -3.19 -0.238
C 3.43 18.14 -3.89 0.254
C 3.18 18.61 -5.35 -0.481
O 1.88 19.21 -5.37 -0.252
H 4.19 18.79 -3.46 0.353
H 3.69 17.08 -3.85 -0.280
H 3.18 17.71 -5.96 0.303
H 3.88 19.36 -5.70 0.210
O -0.63 23.85 -7.75 -0.580
S -1.70 22.95 -7.49 1.041
O -2.97 23.19 -8.09 -0.582
O -1.21 21.44 -7.82 -0.387
C -0.84 20.73 -6.64 0.066
C -1.06 21.65 -5.44 0.718
O -1.91 22.71 -5.90 -0.459
H -1.46 19.84 -6.56 0.441
H 0.23 20.53 -6.64 0.098
H -0.11 22.09 -5.13 -0.591
H -1.60 21.19 -4.62 0.301
C 2.66 19.79 -0.21 -0.990
C 2.78 21.15 -0.85 -0.068
O 4.07 21.26 -1.45 -0.323
C 4.19 21.86 -2.61 0.804
O 3.28 22.27 -3.30 -0.580
O 5.47 21.83 -2.94 -0.402
C 5.89 22.43 -4.15 -0.506
H 1.62 19.63 0.04 0.298
H 3.25 19.79 0.71 0.314
H 3.04 19.02 -0.88 0.180
H 2.70 21.97 -0.13 0.414
H 2.01 21.30 -1.62 0.085
H 5.81 21.72 -4.98 0.219
H 6.90 22.79 -4.06 0.312
H 5.25 23.27 -4.45 0.167
C -1.90 21.70 -1.24 -0.951
C -1.02 22.53 -0.34 -0.312
O -0.16 21.69 0.44 -0.216
C 0.60 22.24 1.35 0.815
O 0.83 23.42 1.48 -0.600
O 1.16 21.27 2.11 -0.283
C 2.12 21.72 3.05 -0.725
H -1.40 20.98 -1.89 0.065
H -2.53 22.33 -1.86 0.419
H -2.61 21.21 -0.56 0.330
H -1.62 23.15 0.33 0.399
H -0.36 23.22 -0.88 0.270
H 2.24 20.95 3.81 0.253
H 1.87 22.69 3.48 0.335
H 3.10 21.79 2.55 0.271
C 1.46 15.39 -2.15 -0.742
C 2.47 14.75 -1.24 0.017
O 2.82 13.41 -1.60 -0.372
C 3.57 13.20 -2.67 0.896
O 3.98 14.07 -3.40 -0.592
O 3.71 11.90 -2.85 -0.375
C 4.39 11.48 -4.01 -0.696
H 1.29 16.43 -1.85 0.106
H 0.47 14.95 -2.09 0.361
H 1.82 15.38 -3.18 0.227
H 2.08 14.58 -0.24 0.319
H 3.41 15.31 -1.13 -0.006
H 3.78 11.09 -4.83 0.301
H 5.03 10.65 -3.73 0.302
H 5.04 12.24 -4.45 0.244
```

For the orbital gap, the calculation gives 11.24 eV. As for the SMILES: O=S1(=O)OCCO1.O=S1(=O)OCCO1.O=S1(=O)OCCO1.O=S1(=O)OCCO1.CCOC(=O)OC.CCOC(=O)OC.CCOC(=O)OC. As for the charge: 0.


Record 4
The following is a quantum chemistry calculation of 4 unconnected molecules or ions with the total composition C4H16NO5 at a distorted geometry, from the Open Molecules 2025 dataset.

```
26
Properties=species:S:1:pos:R:3:mulliken_charge:R:1
C 0.39 -1.82 1.63 -0.877
O 0.83 -1.05 2.66 -0.462
C 0.58 -0.97 0.30 0.094
C 0.13 -1.60 -0.88 -0.665
C 0.83 -1.08 -2.13 0.310
O 2.05 -1.21 -2.46 -0.062
N -0.28 0.36 0.43 -0.224
H -0.69 -1.83 1.75 0.427
H 0.63 -2.86 1.46 0.440
H 1.73 -1.38 2.97 0.384
H 1.68 -0.51 0.25 0.415
H -0.98 -1.47 -1.23 0.432
H 0.23 -2.71 -0.92 0.413
H 0.11 -0.69 -2.83 0.363
H -0.96 0.30 -0.47 0.371
H -0.88 0.47 1.24 0.337
H 0.35 1.26 0.39 0.351
H 0.64 3.13 1.89 0.337
H 0.99 3.32 0.30 0.273
O 0.76 2.73 0.91 -0.637
H -3.31 1.18 1.45 0.358
H -3.07 2.27 0.38 0.317
O -2.56 1.84 1.07 -0.675
H -1.72 1.82 -2.52 0.289
H -1.93 0.41 -2.35 0.317
O -1.39 1.14 -1.97 -0.629
```

For the orbital gap (alpha / beta), the calculation gives 8.33 / 4.94 eV. Its spin multiplicity is 2. As for the charge: +2.


Record 5
The following is a quantum chemistry calculation of a molecular structure, C17H32Cl2HgO2P2 at a distorted geometry, from the Open Molecules 2025 dataset.

```
56
Properties=species:S:1:pos:R:3:mulliken_charge:R:1
P -0.12 -1.35 -1.80 0.941
P 0.73 1.46 0.36 0.867
C 0.77 0.22 -2.27 -1.342
C 1.61 0.87 -1.17 -1.349
H 0.03 0.91 -2.69 0.541
H 1.43 -0.08 -3.11 0.642
H 2.38 0.18 -0.80 0.658
H 2.08 1.80 -1.54 0.569
C -0.39 2.65 -0.82 -1.616
H -0.64 3.57 -0.26 0.484
H -1.33 2.30 -1.29 0.304
H 0.25 2.97 -1.66 0.556
C 1.90 2.85 0.73 -1.406
H 1.74 3.76 0.13 0.472
H 2.94 2.46 0.73 0.458
H 1.60 3.01 1.78 0.347
C -0.74 -1.68 -3.60 -1.551
H -0.93 -2.75 -3.78 0.404
H 0.02 -1.37 -4.32 0.549
H -1.67 -1.16 -3.84 0.376
C 1.32 -2.50 -2.38 -1.556
H 2.16 -2.45 -1.67 0.357
H 1.69 -2.17 -3.37 0.534
H 0.98 -3.54 -2.48 0.386
Hg 2.46 0.58 2.05 0.725
C -2.09 0.12 -0.45 -1.536
C -2.03 -0.41 -1.73 -0.343
C -3.26 -1.36 -1.86 -1.237
C -2.98 -2.72 -1.33 -0.679
C -1.55 -3.08 -1.52 -1.152
C -0.60 -2.79 -0.51 0.052
C -0.84 -1.92 0.73 -0.677
C -1.98 -0.80 0.72 -1.076
C 2.49 -0.71 3.71 -1.065
H -2.39 1.16 -0.23 0.738
H -1.90 0.32 -2.51 1.156
H -3.61 -1.34 -2.88 0.347
H -4.05 -0.94 -1.21 0.410
H -3.22 -2.87 -0.25 0.284
H -3.63 -3.45 -1.86 0.455
H -1.31 -3.80 -2.31 0.800
H 0.18 -3.53 -0.28 0.624
H 0.13 -1.48 1.07 -0.009
H -1.05 -2.59 1.59 0.486
H -2.95 -1.33 0.88 0.525
H -1.77 -0.18 1.63 0.499
H 2.17 0.00 4.48 0.274
H 3.37 -1.27 4.04 0.365
H 1.58 -1.30 3.45 0.262
Cl 0.49 5.21 4.12 -0.191
C 1.69 4.24 5.02 0.144
Cl 1.39 4.21 6.76 -0.183
C 1.58 2.78 4.46 0.496
O 2.69 2.43 3.93 -0.758
O 0.50 2.20 4.56 -0.639
H 2.70 4.64 4.84 0.280
```

For the orbital gap (alpha / beta), the calculation gives 4.97 / 4.83 eV. As for the charge: 0.


Record 6
The following is a quantum chemistry calculation of a single C3ClF3 molecule at a distorted geometry, from the Open Molecules 2025 dataset.

```
7
Properties=species:S:1:pos:R:3:mulliken_charge:R:1
C -0.57 -0.62 0.37 -0.121
C 0.92 -0.48 -0.16 -0.179
C 0.03 0.65 -0.07 1.054
F -1.47 -1.46 0.04 -0.170
F 0.16 1.57 0.90 -0.216
F -0.47 1.34 -1.16 -0.248
Cl 2.47 -0.83 -0.13 -0.121
```

For the orbital gap (alpha / beta), the calculation gives 8.91 / 8.42 eV. Its spin multiplicity is 3. As for the charge: 0.


What are the energy above the lowest of the compared OMol25 structures with the same formula, charge and spin values for these records? In order: 98.1; 8.5; 0.0; 69.0; 156.7; 0.0 kcal/mol.